Computed, not measured: 9 unconnected molecules or ions with the total composition C50H91N16O2 at a distorted geometry, with ωB97M-V/def2-TZVPD.

Relative energy (zero: lowest compared OMol25 entry of this formula, charge and spin)   55.4 kcal/mol
Total charge   +7
Highest occupied orbital energy   -21.68 eV
Strongest force on any atom   3.09 eV Å⁻¹
HOMO-LUMO gap   8.97 eV
2S+1   1
E_LUMO   -12.7 eV

Last column: Mulliken charge in e.
Positions of all 159 atoms, in Å:
C -29.7011 -43.6026 32.2937  -1.076
C -29.7590 -42.7318 31.0390  -0.494
N -29.5625 -41.3322 31.4224  0.229
C -28.3955 -40.7194 31.8090  -0.316
C -28.7115 -39.4212 32.1085  -0.414
N -30.0979 -39.2973 32.0289  0.208
C -30.5394 -40.4272 31.4621  -0.167
C -30.8952 -38.0629 32.1748  -0.575
H -29.6623 -44.6681 32.0635  0.399
H -30.6120 -43.4604 32.8817  0.292
H -28.8980 -43.4684 33.0193  0.367
H -30.7262 -42.8255 30.5460  0.250
H -29.0307 -42.9529 30.2589  0.402
H -27.4891 -41.2838 31.9608  0.472
H -28.1733 -38.6349 32.6116  0.419
H -31.5398 -40.7232 31.1896  0.318
H -30.4535 -37.3072 32.8155  0.230
H -31.8568 -38.3639 32.5821  0.093
H -31.0124 -37.6340 31.1809  0.362
C -39.2314 -36.9846 32.3661  -0.962
C -38.9504 -38.4515 32.6874  -0.250
N -37.6530 -38.5668 33.3442  0.314
C -36.5125 -37.8429 33.1190  -0.437
C -35.5559 -38.2142 34.0072  -0.592
N -36.0929 -39.2161 34.8040  0.178
C -37.3212 -39.4772 34.2962  -0.407
C -35.5330 -39.7597 36.0186  -0.804
H -38.6232 -36.4819 31.6197  -0.075
H -39.3460 -36.3897 33.2764  0.489
H -40.2695 -36.8360 32.0456  0.436
H -38.9796 -39.0521 31.7683  0.088
H -39.6869 -39.0630 33.2108  0.449
H -36.4207 -37.1102 32.3315  0.372
H -34.4932 -38.0411 33.9926  0.520
H -38.0352 -40.1114 34.8023  0.534
H -35.8144 -40.8028 36.1461  0.354
H -35.8787 -39.2424 36.9165  0.371
H -34.4550 -39.6108 36.0363  0.308
C -34.6434 -43.6948 30.6958  -1.051
C -35.9393 -42.8601 30.6743  -0.589
N -35.6599 -41.4199 30.3204  0.239
C -35.0232 -40.5601 31.1935  -1.307
C -34.6308 -39.4812 30.4925  -0.365
N -34.9252 -39.7320 29.1754  0.522
C -35.5674 -40.9224 29.0785  -0.416
C -34.5847 -38.8862 28.0344  -0.702
H -34.0667 -43.4269 31.5796  0.333
H -34.0231 -43.7026 29.8003  0.311
H -34.9974 -44.7250 30.7719  0.437
H -36.3838 -42.8825 31.6642  0.311
H -36.6034 -43.2086 29.8874  0.403
H -34.9387 -40.8860 32.2169  0.754
H -34.1374 -38.5479 30.7257  0.579
H -35.7432 -41.4963 28.1821  0.547
H -34.6085 -39.4333 27.0944  0.401
H -33.6254 -38.4136 28.2193  0.276
H -35.4027 -38.1641 27.9920  0.148
C -34.0652 -31.1087 34.3689  -1.134
C -33.5073 -31.2804 32.9274  -0.381
N -32.2164 -31.9753 32.9014  0.469
C -32.0587 -33.3138 33.0892  -1.042
C -30.7062 -33.5072 33.1263  -0.580
N -30.0639 -32.3251 33.0843  0.080
C -31.0121 -31.3639 32.9846  -0.237
C -28.6012 -32.0230 33.1817  -0.812
H -33.3122 -30.5542 34.9226  0.346
H -34.2910 -32.1218 34.6941  0.349
H -34.9823 -30.5251 34.3322  0.418
H -33.3697 -30.2909 32.4906  0.255
H -34.1914 -31.8661 32.3139  0.144
H -32.8750 -34.0150 33.1546  1.096
H -30.2029 -34.4530 33.2447  0.482
H -30.8758 -30.3072 32.8269  0.475
H -28.1599 -31.9515 32.1959  0.292
H -28.2363 -32.8579 33.7781  0.348
H -28.5486 -31.1565 33.8345  0.406
C -31.9245 -25.5389 28.4603  -1.205
C -32.1608 -26.6108 27.3977  -0.282
N -33.2949 -27.4868 27.7304  0.224
C -34.2268 -27.8868 26.8453  -0.477
C -35.0386 -28.7547 27.5091  -0.484
N -34.5984 -28.8564 28.8131  0.192
C -33.4869 -28.0902 28.9185  -0.285
C -35.2264 -29.6461 29.9510  -0.779
H -31.2444 -24.7863 28.0645  0.408
H -31.4907 -26.0338 29.3259  0.381
H -32.8541 -24.9893 28.6088  0.342
H -31.2943 -27.2684 27.2971  0.213
H -32.3145 -26.1568 26.4200  0.407
H -34.0692 -27.6662 25.8016  0.432
H -35.9324 -29.3028 27.2636  0.523
H -32.8854 -27.9274 29.7953  0.420
H -34.6226 -30.5113 30.2003  0.344
H -36.1417 -29.9304 29.4334  0.189
H -35.4894 -28.9866 30.7718  0.420
C -38.4107 -38.1460 28.9993  -0.848
C -39.1563 -39.4533 28.6089  -0.667
N -40.0633 -39.2316 27.4488  0.218
C -40.4051 -40.2435 26.5428  -0.484
C -41.2655 -39.6716 25.6252  -0.340
N -41.2203 -38.3296 25.8631  0.189
C -40.3674 -38.0789 26.8674  -0.045
C -41.9908 -37.3554 25.0904  -0.747
H -37.5366 -38.3665 29.6137  0.118
H -39.0442 -37.4661 29.5695  0.317
H -38.0495 -37.5789 28.1386  0.515
H -39.8508 -39.6498 29.4211  0.334
H -38.3910 -40.1867 28.3858  0.393
H -40.0030 -41.2318 26.6849  0.470
H -41.8308 -40.1618 24.8491  0.448
H -40.1270 -37.0931 27.2277  0.168
H -42.5526 -36.6870 25.7419  0.254
H -42.6291 -37.8024 24.3359  0.343
H -41.2909 -36.6826 24.5881  0.373
C -33.1406 -31.1519 26.0186  -1.251
C -32.8096 -32.5082 25.3743  -0.545
N -31.3731 -32.8006 25.3582  0.181
C -30.3895 -32.1131 26.0157  -0.240
C -29.2679 -32.8664 26.0029  -0.676
N -29.5246 -33.9994 25.2643  0.129
C -30.8196 -33.9516 24.9323  -0.200
C -28.5471 -35.0321 24.9362  -0.822
H -32.6408 -30.3866 25.4291  0.423
H -32.8085 -31.1680 27.0595  0.352
H -34.2124 -30.9952 26.1001  0.452
H -33.0920 -32.4911 24.3202  0.376
H -33.3204 -33.3194 25.8952  0.377
H -30.4412 -31.1286 26.4476  0.509
H -28.3153 -32.6526 26.4590  0.462
H -31.3666 -34.7095 24.3972  0.457
H -27.5633 -34.5755 24.8536  0.371
H -28.8694 -35.3821 23.9569  0.368
H -28.4805 -35.8141 25.6891  0.290
C -42.9498 -34.2604 30.1176  -1.444
C -42.5803 -34.3879 28.6590  -0.013
N -41.1599 -34.2259 28.4136  0.239
C -40.5415 -34.4040 27.2052  -1.046
C -39.1887 -34.2539 27.3832  -0.199
N -38.9928 -34.0065 28.7022  0.296
C -40.2071 -34.0149 29.3318  -0.257
C -37.6923 -33.9658 29.4045  -0.845
H -42.5272 -35.0833 30.7098  0.321
H -44.0074 -34.4663 30.2759  0.394
H -42.6228 -33.3293 30.5753  0.403
H -43.1523 -33.6211 28.1277  0.346
H -42.8946 -35.3229 28.1920  0.266
H -41.0706 -34.6499 26.2998  0.729
H -38.3896 -34.4106 26.6792  0.505
H -40.3216 -33.8117 30.3825  0.456
H -37.4927 -32.9730 29.8008  0.405
H -36.8893 -34.1386 28.6890  0.303
H -37.6715 -34.7650 30.1385  0.126
C -33.5002 -34.6570 30.0454  -0.832
C -34.2473 -35.8610 30.7114  0.579
O -35.3043 -36.3191 30.1640  -0.437
O -33.7818 -36.2131 31.8188  -0.503
H -32.8458 -34.2371 30.8164  0.224
H -34.2881 -33.9682 29.7397  0.024
H -32.8918 -35.0642 29.2349  0.269

Forces on atoms 1 to 3 (eV/Å):
C -0.5 -0.7 0.4
C 0.6 -0.5 0.3
N -0.3 1.3 -0.5